Below is one molecule with the formula C7H8O3, with properties calculated with ωB97M-V with the def2-TZVPD basis set.

The charge is 0. The SMILES is CC(=O)c1c([C@@H](C)O)c1=O.

Each line ends with the natural charge from an NBO analysis.
CARTESIAN COORDINATES (ANGSTROEM)
1 C 0.359 -0.206 1.003  -0.151
2 C -0.099 -1.177 0.046  0.049
3 C 0.873 -1.572 1.002  0.531
4 C 0.265 1.132 1.477  0.517
5 C 1.536 1.869 1.839  -0.702
6 C -1.134 0.160 -1.833  -0.618
7 C -1.069 -1.214 -1.082  0.051
8 O 1.607 -2.351 1.532  -0.557
9 O -0.809 1.725 1.514  -0.511
10 O -0.933 -2.314 -1.922  -0.682
11 H 1.430 2.741 2.478  0.245
12 H 1.725 2.298 0.875  0.243
13 H 2.262 1.256 2.325  0.237
14 H -1.975 0.110 -2.545  0.229
15 H -0.157 0.035 -2.378  0.201
16 H -1.114 0.828 -1.041  0.239
17 H -1.973 -1.436 -0.457  0.209
18 H -0.794 -1.884 -2.833  0.469

=====

Below is a 2-piece molecular cluster, C2H3NO6 overall, with properties calculated with ωB97M-V with the def2-TZVPD basis set.

The charge is 0.

Each line ends with the natural charge from an NBO analysis.
CARTESIAN COORDINATES (ANGSTROEM)
1 N -0.096 0.104 -0.033  0.676
2 O -0.450 1.187 -0.575  -0.219
3 O 0.772 0.099 0.875  -0.240
4 O -0.604 -0.978 -0.439  -0.217
5 C 1.199 -0.626 6.722  -0.127
6 C 0.292 0.306 5.964  0.289
7 O -0.204 -0.531 6.973  -0.465
8 O 0.016 -0.114 4.667  -0.174
9 O -1.153 0.458 4.275  -0.109
10 H 1.535 -1.488 6.127  0.200
11 H 1.809 -0.219 7.522  0.196
12 H 0.326 1.392 6.118  0.191

=====

Looking at ΔE to the lowest compared entry with this formula, charge and spin for the records above, in order, we have 89.5; 131.9 kcal per mole.